(1)
Computed, not measured: a cluster of 13 separate species, C36H62Cl16O15 in total at a distorted geometry, with ωB97M-V with the def2-TZVPD basis set.

- Total charge: 0
- Highest occupied orbital energy: -10.28 eV
- Calculated total energy: -9900.74718 a.u.
- HOMO-LUMO gap: 0.384 Eh
- Relative energy (zero: lowest compared OMol25 entry of this formula, charge and spin): 0.0 kcal per mole

Geometry as XYZ:
```
129
Properties=species:S:1:pos:R:3:forces:R:3:mulliken_charge:R:1
Cl -1.1050 -5.3870 -2.0913 -0.02 -0.13 0.21 -0.19
Cl -0.5953 -1.4787 -4.8564 -0.63 0.23 0.06 -0.17
Cl -5.1321 -0.5525 -2.1578 0.04 0.53 -0.29 -0.18
Cl 3.7077 1.0256 -3.0614 -0.19 0.36 1.12 -0.21
Cl 1.4547 -7.6798 0.4677 0.69 -0.30 1.48 -0.20
Cl 1.9848 -1.6919 1.7971 -0.17 -0.58 -0.02 0.03
Cl -2.8378 2.1640 1.0339 -0.76 -0.19 0.39 -0.01
Cl -3.2841 -5.6649 3.4932 -0.22 -0.71 -0.08 -0.21
Cl -2.8884 1.5303 -3.6408 0.71 -0.26 -0.34 -0.05
Cl 1.7957 -3.5907 4.5040 0.13 -0.02 0.32 -0.22
Cl -3.2089 -5.1977 6.9412 -0.30 -0.30 0.05 -0.21
Cl -2.8878 0.7790 5.0046 0.26 0.02 0.11 -0.25
Cl 3.2775 -3.2496 -4.3732 -0.21 0.18 -0.42 -0.24
Cl 5.8226 -0.1916 -0.6301 0.53 -0.04 -0.23 -0.25
Cl -5.9123 3.4098 0.4596 0.29 -0.65 0.08 -0.19
Cl 0.1842 -0.2256 5.8742 -0.18 0.14 0.00 -0.22
O 0.9581 5.1656 -2.2981 -0.66 1.41 0.55 -0.37
O -2.9356 5.6321 0.0007 -0.57 0.15 -0.53 -0.45
O 1.8183 -2.7645 -1.2387 1.40 -0.51 -0.81 -0.04
O -0.6903 4.9056 -3.7655 0.01 0.90 0.94 -0.42
O -1.7269 -2.4253 2.1165 -0.68 0.12 -1.33 -0.30
O -1.8753 -2.6934 -0.1291 -0.63 -1.12 -0.08 -0.38
O -1.5175 -0.6952 0.7187 -0.43 -0.51 -0.40 0.76
O 4.0615 -3.0718 -0.9314 -0.79 0.42 -0.50 -0.09
O 1.3936 3.8361 2.7188 0.61 0.26 1.04 -0.22
O 1.2536 2.0760 1.3181 0.06 0.38 0.42 0.10
O 3.2798 2.7711 2.1032 -1.70 0.55 0.17 -0.36
O -3.1364 4.4691 -1.9207 -1.54 -0.60 -1.62 -0.48
O -0.6334 6.7679 -2.5060 -0.19 0.79 0.64 -0.55
O -1.2909 4.3686 -0.6982 0.51 -0.22 -0.33 0.21
O 2.7474 -4.8337 -1.1815 -0.86 1.14 -1.24 0.05
C 4.9178 -4.1992 -1.0465 1.78 0.53 -0.24 -0.64
C -2.6146 -4.1330 5.6584 0.02 0.12 -0.51 -0.22
C -1.7631 -1.9927 0.9766 1.33 0.40 1.51 -0.34
C 1.8717 2.8287 2.0131 1.86 -0.95 -1.22 0.14
C 1.9187 -2.0634 -4.6145 -0.07 -1.12 1.18 -0.20
C -0.1939 0.6266 4.3395 0.73 -0.44 0.20 0.38
C -1.6196 -0.5139 -0.7015 -0.81 1.94 -1.26 1.31
C -5.5889 1.7401 1.1150 0.15 0.60 0.26 -0.37
C 4.0258 -5.3928 -0.8475 -0.79 0.30 0.31 0.52
C 4.2979 -6.6318 -1.6694 0.99 0.88 1.19 -1.54
C 3.7410 1.4700 -1.2581 -0.99 -1.48 -0.39 0.16
C 1.6196 -3.4562 1.8239 0.80 -0.33 0.17 0.50
C -4.4809 1.9956 -3.1055 -0.45 0.15 1.09 -0.10
C 0.8446 -3.8944 3.0211 0.52 0.30 0.65 0.26
C 4.1238 0.2684 -0.4378 -0.26 -0.67 1.57 1.21
C -0.0584 2.9280 -4.9715 -0.31 1.88 1.19 -1.77
C -0.6972 5.0962 0.3957 -0.47 -0.33 -0.91 -0.01
C -0.5278 0.3880 -1.2332 0.10 -1.58 -1.17 0.78
C -1.8030 6.0715 0.7452 -0.83 0.73 1.26 0.49
C 0.5862 -2.8074 -4.7109 0.55 1.06 0.87 0.01
C -2.2097 6.0801 2.2077 -1.19 0.13 0.37 -1.39
C -0.3858 -6.0346 -0.5910 -0.02 -1.15 0.66 0.67
C 1.1942 3.9180 -2.9069 0.65 -0.23 0.29 0.60
C -0.1214 3.6292 -3.5695 -0.64 -1.91 -2.11 1.77
C -1.5043 -1.8963 -1.2886 -1.06 -0.37 1.58 0.06
C 2.4832 4.3084 3.6004 -0.79 -0.85 -0.64 -0.64
C 0.5475 -7.2134 -0.9293 -0.97 0.67 -0.54 -0.20
C -0.1894 5.7146 -2.7962 0.64 -0.95 -1.16 0.63
C -5.4394 0.8632 -3.2706 -0.38 -0.46 0.51 -0.73
C -1.5738 0.4028 3.8187 -1.02 0.30 -0.30 1.47
C -2.5458 4.8132 -0.9768 1.70 0.18 1.90 0.05
C 4.2580 4.9730 1.8542 0.18 -0.29 -1.57 -1.28
C 3.7272 3.9624 2.8309 0.86 -1.65 -0.01 0.47
C -4.3130 1.7032 1.9991 -1.12 1.05 -1.52 -0.67
C 2.8111 -3.4575 -1.2270 -1.21 -0.84 1.84 -0.30
C -3.4117 -4.1330 4.3594 1.98 0.28 -0.11 0.61
H -0.5136 -2.1709 -1.4719 1.72 -0.26 -0.58 -0.38
H -6.4563 1.1675 -3.0551 -0.10 0.15 0.06 0.39
H 2.0884 -1.4379 -5.4634 0.36 0.14 -0.59 0.53
H 2.0275 4.0601 -3.6055 -0.10 -0.36 0.02 0.30
H -0.8003 3.0414 -2.9322 0.33 0.29 0.00 -0.65
H 0.0396 1.6856 4.4595 -0.27 -0.08 0.24 0.25
H 4.4393 2.2504 -1.1682 0.83 0.98 0.07 0.58
H 4.5374 3.5647 3.4799 -0.54 0.56 -0.18 0.30
H -0.0851 -3.3767 3.1571 -0.39 0.06 -0.17 -0.43
H 4.0053 0.3973 0.6782 -0.07 0.51 -1.27 0.00
H 0.5102 2.0604 -4.8547 1.05 -1.55 -0.01 0.43
H -1.5859 -4.4169 5.4641 0.08 -0.08 -0.07 0.11
H 3.8794 -5.5529 0.2153 0.62 -0.68 0.32 0.26
H 1.2900 -6.8924 -1.6405 -0.11 -0.02 -0.59 0.01
H -0.4448 1.3361 -0.7599 0.02 0.70 0.61 -0.38
H -5.3907 0.4666 -4.2621 -0.01 -0.31 -0.57 0.42
H -6.4915 1.5232 1.6880 0.31 -0.08 0.32 0.44
H 0.7292 -4.9647 2.9847 -0.34 -0.37 -0.16 0.49
H 2.3221 5.3438 3.6715 -0.13 1.32 0.51 0.35
H -1.6286 7.1010 0.4150 0.42 -0.22 -0.05 0.42
H -1.1799 -6.3856 0.1301 0.71 0.67 -0.90 0.40
H 1.0931 -3.7290 0.9331 -0.50 0.30 -0.59 -1.38
H 0.4829 -3.3695 -5.6124 0.09 -0.67 -0.31 0.48
H 3.6759 -7.4385 -1.3628 -0.32 -0.72 0.31 0.33
H 4.1345 -6.4218 -2.6855 -0.34 0.38 -1.46 0.37
H -4.8043 2.8526 -3.6801 -0.07 0.14 -0.22 0.58
H 5.7038 -4.0830 -0.2799 -0.38 -0.19 -0.34 0.31
H 0.4114 -0.2118 -1.1732 -0.31 0.83 -0.13 -0.34
H -4.4053 2.4107 2.8114 0.11 0.15 0.07 0.43
H -4.4162 -3.8381 4.4596 -1.30 0.07 0.30 0.43
H 3.5418 5.1373 1.0154 0.27 0.00 0.67 0.21
H -2.9145 -3.4540 3.6589 -0.15 0.22 0.41 -0.74
H 2.5479 -4.0537 1.8026 -0.04 0.68 0.03 0.52
H -2.1295 -2.1876 -2.1164 -0.39 0.30 -0.14 0.14
H -0.4463 4.3612 1.1603 -0.03 0.29 0.12 -0.19
H -1.0543 2.6422 -5.2625 -0.34 0.05 -0.22 0.40
H 0.1659 5.6137 -0.0097 0.29 -0.09 0.20 0.27
H 5.3580 -6.8692 -1.5729 -0.05 -0.34 0.15 0.41
H -4.2338 0.7239 2.4012 0.52 -0.91 0.23 0.25
H 4.4983 5.9252 2.2999 -0.01 0.29 0.32 0.40
H 3.5407 -0.6330 -0.6431 -0.06 0.32 -0.36 -0.94
H 5.3949 -4.1330 -2.0392 -0.18 -0.32 0.25 0.29
H -2.6068 -3.1424 6.0831 -0.06 0.43 0.01 0.28
H -2.5976 5.0808 2.5085 0.86 0.37 -0.08 0.19
H -0.0011 -8.0997 -1.2294 -0.05 0.13 -0.41 0.47
H -5.5860 1.0324 0.2858 0.39 0.21 -0.06 0.09
H 0.5426 0.2169 3.6530 -0.18 -0.01 -0.37 -0.27
H -1.7356 1.1089 3.0185 0.15 0.27 -0.21 -0.65
H 1.4580 3.2308 -2.0912 -0.05 -0.08 -0.54 -0.64
H -0.8337 0.5484 -2.2950 0.68 -0.07 0.62 -0.29
H 2.4052 3.7748 4.5487 -0.04 0.18 -0.05 0.27
H 0.3889 3.5820 -5.7330 -0.08 -0.14 0.32 0.41
H -4.4095 2.3175 -2.0622 0.02 -0.03 -0.19 -0.32
H 2.7478 1.7873 -0.9219 0.10 -0.03 -0.42 -0.56
H -3.1306 6.7118 2.3648 1.17 -0.16 -0.26 0.36
H 0.3590 -3.3513 -3.7815 0.16 -0.01 -0.56 -0.19
H -1.3707 6.4528 2.8234 -0.53 -0.35 -0.05 0.33
H -2.6086 -0.0572 -0.9818 0.69 -0.46 0.71 -0.53
H 5.1847 4.5941 1.3641 -0.61 0.16 0.47 0.35
H -1.8539 -0.5534 3.3823 0.67 -0.28 0.46 -0.68
H 1.9605 -1.4777 -3.7021 -0.20 0.19 -0.05 -0.19
H 0.2422 -5.2700 -0.1460 -0.28 0.24 0.00 -0.86
```
Forces are in eV/Å.

---

(2)
Computed, not measured: a cluster of 2 separate species, C13H26N3O7P in total at a distorted geometry, with ωB97M-V with the def2-TZVPD basis set.

- Total charge: -2
- Highest occupied orbital energy: 1.70 eV
- Calculated total energy: -1542.81886 a.u.
- HOMO-LUMO gap: 0.073 Eh

Geometry as XYZ:
```
50
Properties=species:S:1:pos:R:3:forces:R:3:nbo_charge:R:1
P -0.8453 5.2862 -2.5403 0.02 0.43 -0.38 2.45
O -2.5021 -4.5898 -1.8080 1.66 0.34 -1.24 -0.75
O -1.1660 3.7834 -2.4872 0.19 -0.63 0.30 -1.04
O 2.4366 -0.7695 0.3641 1.20 -3.29 -0.74 -0.57
O -0.4996 5.7870 -1.1281 -0.16 -0.07 0.54 -1.06
O 0.3527 5.5219 -3.4747 0.07 -0.18 -0.33 -1.07
O 4.1528 -1.6402 -1.0940 -5.41 -1.70 6.39 -0.58
O -2.0682 6.0527 -3.0703 -0.10 0.31 0.00 -1.07
N -2.6883 0.2139 2.7471 -0.73 0.04 1.16 -0.87
N -0.6310 0.5951 1.1293 -0.54 -0.85 1.81 -0.45
N -2.6126 -0.3379 0.2333 0.38 0.85 1.24 -0.69
C -0.4892 -3.3230 -2.7766 -0.85 -0.15 -0.43 -0.68
C 1.2330 -0.6158 -0.4676 -1.42 -0.26 -1.61 -0.10
C -1.7969 -2.5148 -0.5784 -0.65 -0.50 -1.18 -0.44
C 3.3013 -3.3962 0.6184 -0.11 0.95 0.02 -0.73
C 2.1862 3.0161 2.5222 -0.24 -0.57 0.40 -0.64
C 0.4398 3.1299 0.3918 -0.22 -0.26 0.47 -0.63
C -0.1850 -0.6400 0.3539 -0.10 0.20 0.74 -0.05
C 3.2919 -1.8794 -0.0838 3.57 1.84 -4.64 0.80
C 0.6370 2.6913 1.9842 0.43 0.66 -0.36 -0.21
C -1.4998 -0.8757 -0.6526 0.35 -1.52 2.65 -0.06
C -1.9851 -3.2147 -2.0503 1.46 0.39 0.56 0.10
C 0.2730 1.0823 2.2412 0.53 1.37 0.54 -0.25
C -2.0461 0.1900 1.5340 1.70 -0.35 -4.44 0.31
H 2.5539 4.0933 2.2101 -0.81 -2.30 0.44 0.23
H 1.3490 0.3568 -1.1079 -0.29 -1.80 1.32 0.24
H 0.8833 4.1953 0.1875 -1.00 -1.98 0.37 0.26
H 2.6385 -4.1462 -0.0205 1.42 1.80 1.32 0.24
H -0.1797 -1.4549 1.2224 0.24 0.88 -2.15 0.16
H -1.8674 -5.2213 -2.2628 -1.20 1.26 0.81 0.46
H -0.9616 -3.0905 0.0117 -1.43 1.03 -1.33 0.20
H 4.4225 -3.7481 0.6245 -2.33 0.75 -0.17 0.24
H 0.9268 2.3637 -0.3538 -0.86 1.48 1.54 0.19
H -3.3703 0.2161 -0.2254 1.38 -0.18 0.34 0.38
H -1.3375 -0.4063 -1.7132 -0.56 -0.80 2.08 0.24
H -0.6177 -4.0792 -3.6756 0.45 1.40 1.69 0.20
H -3.7384 0.3329 2.8297 2.13 0.18 -0.21 0.37
H -0.1002 3.3908 2.5928 1.45 -1.55 -1.11 0.19
H -2.7474 -2.6224 -2.7474 1.66 -1.26 1.54 0.18
H 1.3034 0.5332 2.3211 -1.98 0.65 -0.48 0.20
H 2.9002 -3.3392 1.7164 0.66 -0.07 -2.20 0.24
H -0.7067 3.1634 0.1566 2.38 0.01 0.27 0.27
H 2.9272 2.1689 2.1257 -1.50 1.97 0.63 0.20
H -2.1652 0.0318 3.6326 -1.00 -0.02 -1.35 0.38
H -0.1518 -2.2953 -3.2580 -0.64 -2.12 1.24 0.24
H -2.8053 -2.6715 0.0205 2.19 0.49 -1.28 0.25
H -0.2236 1.0001 3.3226 0.83 0.01 -2.25 0.17
H 1.2043 -1.5441 -1.2172 -0.12 2.03 1.51 0.18
H 2.2522 2.9633 3.7109 -0.23 0.08 -2.37 0.18
H 0.3226 -3.7432 -2.0107 -1.82 1.00 -1.67 0.21
```
Forces are in eV/Å.

---

(3)
Computed, not measured: a structure of composition C42H49MnN2O3S2Sb, with ωB97M-V with the def2-TZVPD basis set.

- 2S+1: 6
- Total charge: +2
- Highest occupied orbital energy (spin up / spin down): -12.85 / -13.01 eV
- Calculated total energy: -4152.26252 a.u.
- <S²>: 8.754
- HOMO-LUMO gap (spin up / spin down): 0.315 / 0.318 Eh
- Relative energy (zero: lowest compared OMol25 entry of this formula, charge and spin): 9.8 kcal per mole

Geometry as XYZ:
```
100
Properties=species:S:1:pos:R:3:forces:R:3:mulliken_charge:R:1
Sb 2.1982 -0.4104 -0.1346 0.31 -0.14 -0.08 -0.11
Mn -0.6137 -0.2830 0.0391 0.00 0.23 -0.37 1.43
S 0.1321 0.3611 3.4432 0.33 -0.25 -0.32 0.98
S -2.9725 1.8666 -0.9951 -0.05 -0.03 -0.35 -0.05
O -0.3995 0.1707 -2.3565 -0.29 -0.12 -0.06 0.96
O -0.4981 -0.0199 2.1034 -0.24 -0.02 0.12 -0.54
O -1.7436 1.4773 -0.1831 0.10 -0.14 0.32 -0.39
N -4.1452 -5.4222 0.1907 0.13 0.09 -0.02 -0.47
N -1.5320 -2.2019 -0.1018 -0.14 0.13 0.14 0.45
C -6.2110 -1.1422 0.0149 -0.01 0.00 -0.02 -0.63
C -3.1383 -3.6667 -1.1074 -0.09 -0.10 -0.06 -0.77
C 4.1161 -3.2612 -2.8691 0.00 -0.01 0.02 -0.80
C -0.4323 0.5888 -4.7632 0.03 0.05 -0.02 -1.30
C -3.2763 -4.3961 0.0876 -0.12 -0.13 0.04 1.02
C 2.4416 -1.7666 2.4799 0.06 0.03 0.06 -0.95
C 2.4932 -1.4067 -3.3094 0.08 0.01 0.04 -1.04
C -4.0804 4.5655 1.7700 -0.03 0.03 -0.01 -0.67
C -4.7396 5.5126 0.9878 0.02 -0.03 0.00 -0.54
C -4.8402 5.3474 -0.3861 0.00 0.02 0.02 -0.73
C 4.1303 -2.8003 -0.1465 0.00 0.03 -0.14 -0.38
C -1.6490 -2.9159 1.0360 0.06 -0.03 -0.08 -0.67
C -3.5237 3.4443 1.1802 -0.07 0.07 0.02 -0.37
C 2.2261 2.2957 -1.3987 0.14 0.02 -0.02 -0.49
C 2.6844 3.4510 -2.0130 0.01 -0.03 0.00 -0.91
C 3.3153 -2.2405 -2.3595 0.00 -0.02 0.06 0.53
C 4.4855 1.4289 -1.2105 0.05 0.03 -0.05 0.68
C 4.9047 -4.0480 -2.0409 -0.02 0.02 -0.04 -0.80
C -5.2918 0.5190 -1.4636 -0.01 -0.03 -0.06 -0.53
C 3.6827 0.1328 4.0277 -0.05 0.04 0.01 -0.56
C -1.1542 0.0509 4.6165 -0.20 -0.02 0.16 -1.16
C -2.4801 -3.9930 1.1767 -0.05 -0.08 -0.02 -0.88
C 3.7770 1.8251 2.2008 0.04 -0.14 -0.02 -1.88
C 0.1140 2.1378 3.4706 -0.03 0.18 0.01 -1.08
C -4.1214 -0.0850 0.5716 -0.19 -0.06 0.01 -0.23
C 2.6974 -2.0436 3.8130 -0.01 0.02 -0.05 -0.90
C -3.6374 3.2972 -0.1956 0.08 -0.04 0.09 0.59
C -5.1293 -0.9901 0.8742 0.03 -0.01 -0.01 -0.79
C -2.2804 -2.6039 -1.1475 0.10 0.06 0.03 -0.42
C 3.4149 0.4401 2.6881 0.02 0.01 0.04 0.57
C 4.9245 2.5937 -1.8435 0.03 -0.01 0.02 -0.79
C -4.2220 0.6603 -0.5928 0.08 0.02 0.09 0.84
C 4.0454 3.5897 -2.2446 0.02 -0.04 0.01 -0.79
C 4.9143 -3.8167 -0.6748 -0.01 0.00 0.01 -0.94
C 3.3410 -1.0865 4.5873 0.02 0.01 0.01 -0.94
C 3.1083 1.2852 -1.0058 -0.05 0.08 -0.02 0.89
C -6.2919 -0.3913 -1.1519 -0.01 -0.03 0.01 -0.67
C -4.2763 4.2316 -0.9934 -0.04 0.06 0.01 -0.29
C -1.1046 -0.0994 -3.5992 0.20 0.08 0.07 -0.56
C 5.5063 0.4039 -0.7740 -0.08 0.08 -0.04 -1.34
C 2.8189 -0.5498 1.8969 -0.04 0.02 0.11 1.22
C 3.3278 -2.0160 -0.9740 0.05 -0.08 -0.05 0.76
H 5.1905 -0.1455 0.1143 -0.01 0.04 -0.01 0.12
H -4.3376 4.0969 -2.0679 0.02 0.01 0.05 0.46
H 4.8026 1.8599 1.8230 -0.05 -0.03 0.00 0.35
H -4.1705 -5.9932 1.0173 0.01 0.00 0.00 0.21
H 6.4551 0.8909 -0.5476 -0.02 -0.01 -0.02 0.55
H -2.1420 0.2247 -3.5025 -0.09 -0.01 0.04 0.29
H -3.7038 -3.9381 -1.9918 0.04 0.03 0.08 0.44
H 4.4260 4.4807 -2.7280 0.00 -0.03 0.02 0.41
H -0.8212 0.4151 5.5911 -0.06 -0.03 -0.05 0.43
H -3.0071 2.6943 1.7671 0.00 0.02 -0.03 0.26
H -2.1702 -2.0374 -2.0624 -0.03 0.04 0.02 0.15
H 3.7150 2.5377 3.0233 0.02 0.00 0.00 0.56
H -6.9993 -1.8450 0.2582 0.05 0.05 -0.02 0.46
H -0.5096 1.6770 -4.6765 0.01 -0.06 0.01 0.36
H 4.1667 0.8831 4.6441 -0.01 -0.03 -0.02 0.49
H -1.2971 -1.0284 4.6583 -0.03 0.05 0.04 0.38
H -5.3473 6.0901 -0.9885 0.02 -0.03 0.03 0.43
H 2.5325 -1.8187 -4.3183 0.00 0.02 0.05 0.52
H 5.5142 -4.8368 -2.4647 -0.03 0.04 0.01 0.41
H 1.9445 -2.5235 1.8783 0.02 -0.01 -0.01 0.64
H -1.0873 -1.1804 -3.7250 0.06 -0.04 0.02 0.47
H -5.0773 -1.5670 1.7897 0.01 0.00 -0.04 0.48
H 3.1310 2.1744 1.3974 -0.02 -0.01 0.01 0.29
H 3.5748 -1.2901 5.6257 -0.02 0.02 -0.05 0.44
H -4.0101 4.7052 2.8415 0.00 0.01 -0.04 0.43
H -0.9113 0.2970 -5.6983 0.00 0.02 0.02 0.45
H -5.3523 1.1143 -2.3689 0.02 -0.04 0.04 0.45
H 5.6921 -0.3327 -1.5607 -0.04 0.02 0.04 0.34
H -2.5115 -4.5324 2.1147 -0.02 0.02 -0.02 0.41
H -7.1337 -0.5140 -1.8208 0.01 0.01 0.03 0.45
H 4.1206 -3.4386 -3.9394 0.00 0.00 0.06 0.43
H -2.0645 0.5570 4.2917 0.01 -0.06 0.08 0.37
H -5.1723 6.3884 1.4558 0.02 -0.05 -0.02 0.41
H -0.9043 2.5082 3.5846 0.04 0.05 -0.06 0.47
H 1.1639 2.1997 -1.1898 -0.03 0.00 0.04 0.20
H 0.6224 0.3159 -4.8176 -0.04 -0.01 -0.01 0.24
H -3.2846 0.0495 1.2413 0.12 0.04 0.07 0.51
H 4.1771 -2.6116 0.9164 -0.01 0.00 0.03 0.37
H -1.0270 -2.5979 1.8636 -0.01 0.05 0.02 0.40
H 5.9883 2.7233 -2.0132 -0.05 0.01 0.01 0.48
H 2.4082 -2.9956 4.2408 0.03 0.01 -0.02 0.51
H 1.4482 -1.3693 -3.0006 -0.07 0.01 0.04 -0.04
H 0.7502 2.4750 4.2914 -0.07 -0.01 -0.04 0.46
H -0.0982 1.0878 -2.3907 0.04 -0.01 -0.03 -0.09
H 1.9936 4.2340 -2.3008 0.02 -0.03 0.01 0.48
H -4.6244 -5.7721 -0.6203 -0.01 0.01 0.00 0.21
H 2.8585 -0.3752 -3.3562 0.00 -0.04 0.02 0.30
H 5.5342 -4.4173 -0.0193 -0.04 0.04 -0.04 0.48
H 0.5389 2.4602 2.5203 0.04 0.04 0.05 0.19
```
Forces are in eV/Å.

---

(4)
Computed, not measured: the molecule C3H3N3O, with ωB97M-V with the def2-TZVPD basis set.

- Total charge: 0
- Highest occupied orbital energy: -10.05 eV
- Calculated total energy: -355.47938 a.u.
- HOMO-LUMO gap: 0.356 Eh
- Relative energy (zero: lowest compared OMol25 entry of this formula, charge and spin): 100.7 kcal per mole

Geometry as XYZ:
```
10
Properties=species:S:1:pos:R:3:forces:R:3:nbo_charge:R:1
O 0.7375 0.1653 1.8103 0.07 0.32 -0.61 -0.48
N -1.3907 -0.4352 -0.0617 -0.04 0.14 0.06 -0.40
N -0.7437 -1.6244 -0.3439 0.27 0.13 -0.09 0.02
N 0.4026 -1.3472 -0.7807 -0.29 0.03 0.12 -0.17
C -0.6855 0.6734 -0.3252 -0.16 -0.37 -0.16 0.01
C 0.5326 0.0596 -0.7581 -0.01 -0.04 -0.27 -0.24
C 0.8037 0.7675 0.7819 0.20 -0.11 0.87 0.43
H 1.3122 0.5134 -1.3609 -0.09 -0.01 0.14 0.26
H -2.2762 -0.5021 0.4190 0.10 0.03 -0.08 0.42
H 1.3075 1.7296 0.6192 -0.05 -0.12 0.02 0.16
```
Forces are in eV/Å.